Computed, not measured: a molecular structure, C43H43BrN3OPtTe, with ωB97M-V/def2-TZVPD.

* spin multiplicity: 4
* charge: 0
* energy above the lowest of the compared OMol25 structures with the same formula, charge and spin: 0.000 eV
* Kohn-Sham gap (alpha / beta): 6.06 / 5.64 eV
* max |F|: 3.47 eV/Å

The geometry in XYZ format:
```
93
Properties=species:S:1:pos:R:3:mulliken_charge:R:1
Pt 12.127 13.642 11.377 0.908
C 18.472 13.519 11.847 -1.352
C 17.165 13.660 12.576 0.913
C 17.052 14.482 13.726 -0.469
C 15.822 14.640 14.326 -0.416
C 14.710 14.028 13.721 -0.091
Br 12.988 14.412 14.360 -0.071
N 14.842 13.098 12.788 0.080
C 16.031 12.920 12.208 -0.904
H 19.323 13.320 12.554 0.344
H 18.699 14.391 11.262 0.296
H 18.371 12.633 11.173 0.359
H 17.947 14.996 14.084 0.393
H 15.661 15.324 15.182 0.478
H 16.040 12.213 11.374 0.340
N 12.829 13.672 9.486 -0.348
C 12.060 12.862 8.571 0.940
C 11.623 13.370 7.346 -0.943
C 10.808 12.630 6.494 -0.530
C 10.362 11.380 6.883 -0.898
C 10.733 10.903 8.132 -0.887
C 11.567 11.594 9.022 0.733
C 11.936 10.880 10.321 0.853
C 11.968 9.484 10.482 -0.401
C 12.237 8.882 11.713 -0.811
C 12.491 9.675 12.830 -0.565
C 12.427 11.047 12.741 -0.504
C 12.227 11.644 11.496 -0.304
H 12.863 14.619 9.122 0.072
H 13.831 13.386 9.584 0.394
H 11.894 14.388 7.053 0.441
H 10.533 13.069 5.523 0.362
H 9.718 10.755 6.244 0.371
H 10.321 9.937 8.478 0.257
H 11.659 8.839 9.647 0.343
H 12.209 7.805 11.812 0.388
H 12.726 9.223 13.794 0.382
H 12.549 11.718 13.598 0.171
C 14.884 22.690 15.936 -1.476
C 14.272 21.532 15.198 0.674
C 15.008 20.357 14.923 -1.069
C 14.521 19.379 14.038 1.023
C 15.375 18.211 13.645 -0.963
C 13.220 19.491 13.525 -0.627
Te 12.419 17.832 12.264 -0.006
N 11.574 15.542 11.444 -0.766
C 10.452 15.988 10.983 1.174
O 10.205 17.265 10.915 -0.644
C 9.316 15.115 10.528 -0.133
C 9.112 13.797 10.977 0.115
C 8.066 13.049 10.512 -0.586
C 7.170 13.562 9.584 -0.531
C 7.340 14.860 9.161 -0.518
C 8.400 15.627 9.617 -0.530
C 13.212 18.205 10.274 0.512
C 14.248 17.389 9.777 1.019
C 14.885 16.294 10.560 -1.580
C 14.712 17.612 8.471 -1.206
C 14.127 18.567 7.653 0.727
C 14.579 18.755 6.207 -1.566
C 13.065 19.311 8.155 -1.061
C 12.646 19.192 9.473 1.230
C 11.562 20.102 9.953 -1.418
C 12.429 20.583 13.904 1.561
C 10.965 20.697 13.578 -1.727
C 12.968 21.610 14.682 -0.916
H 15.844 22.417 16.402 0.338
H 14.195 23.059 16.702 0.364
H 15.076 23.521 15.248 0.302
H 16.043 20.245 15.320 0.228
H 16.322 18.164 14.180 0.494
H 15.645 18.223 12.584 0.137
H 14.863 17.252 13.796 -0.018
H 9.783 13.364 11.738 0.518
H 7.962 12.013 10.843 0.400
H 6.348 12.964 9.207 0.399
H 6.710 15.317 8.395 0.360
H 8.511 16.673 9.314 0.357
H 14.234 15.874 11.328 -0.135
H 15.830 16.559 11.062 0.530
H 15.151 15.484 9.843 0.447
H 15.584 17.053 8.115 0.352
H 15.524 18.184 6.063 0.329
H 14.721 19.788 5.971 0.397
H 13.834 18.360 5.521 0.331
H 12.548 20.041 7.514 0.333
H 11.254 20.710 9.122 0.441
H 11.883 20.768 10.735 0.165
H 10.690 19.547 10.301 0.341
H 10.458 19.721 13.545 0.384
H 10.776 21.171 12.608 0.235
H 10.504 21.335 14.349 0.473
H 12.372 22.499 14.817 0.464
```

Computed, not measured: a molecular structure, H2NaO, with ωB97M-V/def2-TZVPD.

* charge: +1
* energy above the lowest of the compared OMol25 structures with the same formula, charge and spin: 0.321 eV
* Kohn-Sham gap: 11.14 eV
* max |F|: 0.97 eV/Å

The geometry in XYZ format:
```
4
Properties=species:S:1:pos:R:3:mulliken_charge:R:1
O 2.176 0.995 0.019 -0.629
H 2.607 1.804 -0.338 0.336
H 2.602 0.853 0.895 0.347
Na -0.455 -0.208 -0.008 0.946
```

Computed, not measured: a molecular structure, C27H30BrCoN5, with ωB97M-V/def2-TZVPD.

* spin multiplicity: 2
* charge: 0
* Kohn-Sham gap (alpha / beta): 6.85 / 6.82 eV
* max |F|: 0.32 eV/Å

The geometry in XYZ format:
```
64
Properties=species:S:1:pos:R:3:mulliken_charge:R:1
Co 0.103 -0.086 -0.252 -0.945
C 0.530 -3.893 -1.265 -1.071
C -0.600 -3.326 -0.414 -0.081
C -0.149 -2.868 0.965 -0.978
N 0.486 -1.554 0.980 1.040
C 1.339 -1.250 1.941 1.064
C 1.826 -2.172 2.900 -0.565
C 2.592 -1.996 4.040 -0.691
C 3.043 -0.848 4.668 -0.594
C 2.839 0.442 4.206 -0.627
C 2.292 0.885 3.018 -1.014
C 1.796 0.177 1.891 1.116
N 1.536 0.741 0.736 -0.056
C 1.832 2.135 0.460 -1.349
C 0.573 2.984 0.626 -0.663
C -0.465 2.773 -0.501 -1.151
N -0.219 1.544 -1.226 1.017
C -0.531 1.427 -2.496 0.720
C -1.362 2.357 -3.170 -0.891
C -1.634 2.531 -4.519 -0.526
C -1.136 1.870 -5.622 -0.658
C -0.259 0.788 -5.578 -0.448
C 0.231 0.059 -4.518 -1.057
C 0.016 0.177 -3.108 1.109
N 0.391 -0.722 -2.231 0.301
C 1.106 -1.888 -2.748 -1.309
C 1.580 -2.868 -1.686 -0.706
H 0.101 -4.341 -2.168 0.424
H 1.014 -4.710 -0.720 0.394
H -1.372 -4.089 -0.280 0.458
H -1.065 -2.500 -0.949 -0.461
H 0.519 -3.642 1.346 0.402
H -1.008 -2.848 1.650 0.325
H 1.562 -3.201 2.718 0.259
H 2.837 -2.924 4.549 0.319
H 3.567 -0.966 5.607 0.330
H 3.174 1.235 4.868 0.324
H 2.263 1.961 2.912 0.272
H 2.181 2.200 -0.573 0.452
H 2.634 2.514 1.093 0.536
H 0.853 4.040 0.649 0.528
H 0.128 2.753 1.598 0.240
H -0.417 3.620 -1.191 0.664
H -1.477 2.773 -0.076 0.234
H -1.871 3.049 -2.512 0.403
H -2.331 3.335 -4.734 0.319
H -1.442 2.225 -6.598 0.326
H 0.078 0.433 -6.548 0.323
H 0.875 -0.756 -4.811 0.319
H 1.987 -1.539 -3.299 0.631
H 0.485 -2.423 -3.482 0.527
H 1.942 -2.304 -0.823 0.072
H 2.443 -3.404 -2.090 0.454
Br -1.796 0.208 2.537 -0.064
C -2.701 -0.416 0.999 0.326
C -3.996 -0.896 1.146 -0.736
C -4.668 -1.288 0.005 -0.334
C -4.043 -1.175 -1.225 -1.007
C -2.744 -0.701 -1.259 -0.419
N -2.072 -0.343 -0.159 0.427
H -4.448 -0.943 2.125 0.459
H -5.678 -1.671 0.079 0.404
H -4.538 -1.455 -2.144 0.477
H -2.202 -0.609 -2.191 0.402
```

Record order is preserved below.
Molar mass: 1020.42 41.00 563.41 Da